# 1
DFT (the ωB97M-V functional and the def2-TZVPD basis) results for C3H5NO3 in the gas phase.

Properties
Molecular weight: 103.1 Da
SMILES string: O=C1OCCN1O
Orbital gap: 10.96 eV
HOMO level: -10.107 eV
Energy above the lowest of the compared OMol25 structures with the same formula, charge and spin: 280.5 kJ/mol

The geometry in ORCA input format:
```
! RIJCOSX wB97M-V def2-TZVPD def2/J DEFGRID3
* xyz 0 1
C -0.8085 0.1323 0.4960
C 0.1995 -0.8042 1.2176
C 0.9588 -0.2833 -0.9427
H -0.1486 2.1176 -1.8012
H -1.5223 -0.5100 0.0421
H -1.2391 0.8959 1.1692
H 0.7026 -0.2825 2.0679
H -0.1781 -1.7552 1.5031
N 0.1752 0.7998 -0.4189
O -0.5907 1.3367 -1.4566
O 1.1123 -1.1059 0.1255
O 1.3389 -0.5413 -2.0020
*
```


# 2
DFT (the ωB97M-V functional and the def2-TZVPD basis) results for C15H24O in the gas phase.

Properties
Molecular weight: 220.4 Da
SMILES string: C[C@@H]1/C=C\C[C@H](C)[C@@H]2O[C@@H]2C[C@@H](C)/C=C\C1
Orbital gap: 9.35 eV
HOMO level: -8.285 eV
Energy above the lowest of the compared OMol25 structures with the same formula, charge and spin: 489.5 kJ/mol

The geometry in ORCA input format:
```
! RIJCOSX wB97M-V def2-TZVPD def2/J DEFGRID3
* xyz 0 1
O -1.2756 0.6949 1.7029
C -1.4400 0.6828 -2.2283
C -1.4796 -2.0801 0.9066
C -2.5961 -1.7338 0.2028
C -0.5677 1.7324 -1.9366
C -3.6290 -2.0065 -2.0107
C -0.2109 3.9838 -1.0438
C 0.9769 -2.1034 2.9012
C -2.6163 0.2215 -1.4315
C -0.1313 -1.6259 0.6498
C 0.4305 1.8203 0.4500
C -0.2301 1.6314 1.7943
C -0.2462 0.1435 2.4874
C -2.4852 -1.3099 -1.2799
C -0.5754 2.5585 -0.6076
C 0.5659 -1.0080 1.8757
H -1.1789 0.1086 -3.0987
H -1.6442 -2.5621 1.8393
H -3.5019 -1.9756 0.6150
H 0.2498 1.9818 -2.6459
H -4.2131 -1.4648 -2.7607
H -3.1181 -2.7330 -2.5584
H -4.3832 -2.4801 -1.3677
H -0.9469 4.6130 -1.6320
H -0.0243 4.5981 -0.0612
H 0.6497 3.9370 -1.6335
H 1.1940 -1.6778 3.8570
H 0.2630 -2.8692 3.1910
H 1.9167 -2.6271 2.5125
H -2.6510 0.8586 -0.5323
H -3.5523 0.3245 -1.9366
H -0.0765 -0.8808 -0.1585
H 0.3889 -2.4714 0.1353
H 1.1658 2.5466 0.7131
H 0.9239 1.0246 -0.0342
H -0.3217 2.4669 2.4312
H -0.5081 0.1048 3.5423
H -1.4934 -1.5401 -1.7283
H -1.6182 2.5571 -0.2383
H 1.5187 -0.5690 1.5120
*
```


# 3
DFT (the ωB97M-V functional and the def2-TZVPD basis) results for C5H8N2S in the gas phase.

Properties
Molecular weight: 128.2 Da
SMILES string: [H]/N=C(/NC=C)C(C)=S
Orbital gap: 7.39 eV
HOMO level: -8.808 eV
Energy above the lowest of the compared OMol25 structures with the same formula, charge and spin: 350.6 kJ/mol

The geometry in ORCA input format:
```
! RIJCOSX wB97M-V def2-TZVPD def2/J DEFGRID3
* xyz 0 1
C -2.7691 0.7699 0.0226
C -1.6293 -0.2119 0.0049
C -0.2178 0.1712 0.0359
C 2.1710 -0.2293 0.0472
C 3.3071 -0.9332 -0.2040
H -2.7131 1.1532 1.0397
H -3.6267 0.1693 0.2234
H -2.7939 1.5321 -0.7871
H -0.8740 1.9205 -0.3593
H 0.5034 -1.6263 0.4282
H 2.0172 0.8633 0.2811
H 4.3243 -0.3202 0.2446
H 3.3668 -2.0660 -0.4293
N 0.1155 1.4441 -0.4291
N 0.7873 -0.7277 0.0767
S -1.9688 -1.9088 -0.1954
*
```


# 4
DFT (the ωB97M-V functional and the def2-TZVPD basis) results for a molecular structure, C34H78N4O5S2.

Properties
Molecular weight: 687.2 Da
Orbital gap: 7.71 eV
HOMO level: -7.929 eV

The geometry in ORCA input format:
```
! RIJCOSX wB97M-V def2-TZVPD def2/J DEFGRID3
* xyz 0 1
C 0.7253 -3.7975 -0.0501
C 1.8582 -3.5507 -0.7614
C 2.1742 -2.0746 -1.2407
C 3.2660 -1.5805 -0.2371
C 2.9713 -0.2490 0.4687
C 2.5763 0.9090 -0.4584
C 2.9564 2.2756 0.1264
C 2.1626 3.3898 -0.5672
O 0.8800 3.5828 -0.0081
C -0.1795 2.9783 -0.7280
O 0.8890 -1.4603 -1.2289
S 0.3276 -1.6099 -2.7435
O -0.8814 -2.3421 -2.7441
O 0.2479 -0.3654 -3.4212
O 1.4671 -2.5586 -3.4066
C 2.6997 -2.3365 -2.6435
S 3.6266 -1.0066 -3.4808
H -0.0685 -4.4356 -0.4248
H 0.6415 -3.3467 0.9380
H 2.5596 -4.3374 -1.0317
H 3.3661 -2.3373 0.5372
H 4.2332 -1.5313 -0.7407
H 3.9038 0.0500 0.9627
H 2.2448 -0.3535 1.2740
H 1.4872 0.9096 -0.5139
H 2.9358 0.7809 -1.4779
H 4.0279 2.4162 -0.0347
H 2.7032 2.3173 1.1863
H 2.7072 4.3317 -0.4585
H 2.1404 3.1736 -1.6410
H -1.0614 3.6208 -0.6833
H 0.0346 2.8077 -1.7848
H -0.4574 2.0311 -0.2559
H 3.1820 -3.3034 -2.7079
H 2.6808 -0.5244 -4.3101
C -0.9400 -4.3316 5.8817
C -1.9121 -3.6453 4.9333
N -1.6276 -3.8943 3.5322
C -2.3877 -3.0425 2.6327
C -3.9139 -3.1964 2.6000
C -1.5373 -5.2918 3.1427
C -2.7583 -6.1874 3.3871
H 0.0892 -4.0431 5.6628
H -1.1616 -4.0385 6.9087
H -1.0148 -5.4185 5.8315
H -1.8419 -2.5684 5.1080
H -2.9370 -3.9395 5.2082
H -1.9985 -3.1717 1.6188
H -2.1590 -2.0035 2.8914
H -4.2188 -4.0914 2.0585
H -4.3550 -2.3448 2.0774
H -4.3529 -3.2250 3.5978
H -0.6829 -5.7327 3.6628
H -1.2639 -5.3414 2.0850
H -3.2088 -6.0188 4.3661
H -2.4574 -7.2364 3.3447
H -3.5250 -6.0489 2.6262
C -7.9015 -3.0892 -2.5967
C -6.6151 -3.2599 -1.8021
N -5.8065 -4.3806 -2.2434
C -4.7204 -4.6958 -1.3321
C -3.6134 -3.6529 -1.1460
C -5.4628 -4.3958 -3.6557
C -4.6902 -3.1962 -4.2198
H -8.4996 -4.0012 -2.5727
H -8.4959 -2.2838 -2.1629
H -7.7096 -2.8261 -3.6375
H -6.8902 -3.4300 -0.7574
H -6.0587 -2.3097 -1.8272
H -4.2659 -5.6421 -1.6398
H -5.1630 -4.9030 -0.3510
H -2.9338 -3.6269 -1.9947
H -3.0116 -3.9069 -0.2694
H -4.0089 -2.6494 -0.9849
H -6.3884 -4.5043 -4.2273
H -4.9060 -5.3120 -3.8685
H -5.0794 -2.2435 -3.8583
H -4.7722 -3.1878 -5.3091
H -3.6281 -3.2450 -3.9846
C -4.9094 9.2695 -1.3251
C -3.5193 8.7013 -1.5705
N -3.2836 7.4372 -0.8984
C -1.8892 7.0282 -0.9205
C -1.2514 6.7062 -2.2768
C -4.2499 6.3869 -1.1707
C -4.4438 5.9469 -2.6276
H -5.1019 9.3836 -0.2574
H -4.9904 10.2530 -1.7899
H -5.6916 8.6425 -1.7547
H -2.7930 9.4266 -1.1941
H -3.3559 8.6317 -2.6575
H -1.7662 6.1660 -0.2589
H -1.3045 7.8268 -0.4529
H -1.5736 5.7369 -2.6558
H -0.1655 6.6582 -2.1683
H -1.4678 7.4645 -3.0300
H -5.2188 6.7105 -0.7820
H -3.9947 5.5137 -0.5647
H -4.4889 6.7926 -3.3152
H -5.3847 5.4006 -2.7230
H -3.6545 5.2743 -2.9598
C 7.3198 0.5272 -0.3278
C 8.4638 0.5463 0.6732
N 8.4122 1.6770 1.5800
C 9.6261 1.8394 2.3625
C 9.9928 0.7391 3.3652
C 7.1653 1.8434 2.3084
C 6.6919 0.6882 3.1999
H 7.2860 1.4541 -0.9021
H 7.4578 -0.2981 -1.0285
H 6.3521 0.3827 0.1573
H 9.3994 0.6007 0.1103
H 8.4782 -0.4169 1.2077
H 9.5766 2.7958 2.8901
H 10.4579 1.9477 1.6591
H 9.3740 0.7822 4.2604
H 11.0274 0.8692 3.6892
H 9.9115 -0.2591 2.9339
H 6.3757 2.0563 1.5824
H 7.2316 2.7543 2.9083
H 6.8085 -0.2842 2.7184
H 5.6305 0.8127 3.4276
H 7.2175 0.6656 4.1532
*
```